Entry 1:
{"formula": "C45H44ClFN4O5PS2SiSr", "method": "ωB97M-V/def2-TZVPD", "total_charge": -1, "e_above_lowest_kj_mol": 114.5, "symbols": ["Sr", "Cl", "C", "C", "C", "C", "C", "C", "P", "C", "C", "C", "C", "C", "C", "C", "C", "C", "C", "C", "C", "H", "H", "H", "H", "H", "H", "H", "H", "H", "H", "H", "H", "H", "H", "C", "Si", "C", "C", "N", "C", "C", "C", "C", "C", "C", "F", "H", "H", "H", "H", "H", "H", "H", "H", "H", "H", "H", "H", "H", "C", "O", "C", "C", "C", "C", "C", "C", "O", "C", "O", "C", "H", "H", "H", "H", "H", "H", "H", "H", "H", "N", "C", "C", "C", "C", "C", "C", "S", "O", "O", "N", "C", "S", "C", "C", "N", "H", "H", "H", "H", "H", "H", "H", "H"], "xyz": [[1.986, -0.155, -1.008], [-0.959, 1.222, 1.779], [-2.591, 1.379, 2.384], [-2.843, 2.547, 3.050], [-4.089, 2.798, 3.551], [-5.066, 1.842, 3.458], [-4.822, 0.646, 2.810], [-3.578, 0.444, 2.197], [-2.964, -1.046, 1.327], [-4.469, -2.113, 1.369], [-5.399, -1.742, 0.388], [-6.670, -2.342, 0.309], [-6.970, -3.310, 1.213], [-6.075, -3.656, 2.182], [-4.851, -3.035, 2.333], [-1.998, -1.994, 2.511], [-1.128, -2.983, 2.016], [-0.425, -3.819, 2.884], [-0.367, -3.502, 4.253], [-1.119, -2.475, 4.723], [-1.914, -1.727, 3.900], [-2.006, 3.241, 3.080], [-4.278, 3.741, 4.080], [-6.068, 2.012, 3.875], [-5.665, -0.078, 2.708], [-5.033, -1.041, -0.298], [-7.390, -1.972, -0.401], [-7.979, -3.800, 1.154], [-6.449, -4.387, 2.979], [-4.198, -3.345, 3.121], [-1.008, -3.097, 0.928], [0.253, -4.558, 2.488], [0.176, -4.089, 4.996], [-1.149, -2.310, 5.831], [-2.589, -0.938, 4.297], [2.901, 3.267, -0.168], [3.230, 2.463, 1.463], [2.571, 3.576, 2.811], [5.124, 2.413, 1.741], [2.516, 0.820, 1.311], [2.614, -0.120, 2.329], [2.835, 0.199, 3.680], [2.979, -0.705, 4.698], [2.904, -2.052, 4.375], [2.736, -2.461, 3.030], [2.490, -1.503, 2.037], [2.304, -1.892, 0.770], [3.741, 3.858, -0.424], [2.050, 3.977, 0.003], [2.634, 2.657, -1.053], [2.944, 4.550, 2.974], [2.511, 3.060, 3.766], [1.559, 3.800, 2.521], [5.586, 3.397, 1.954], [5.672, 1.956, 0.964], [5.241, 1.678, 2.589], [2.754, 1.271, 3.898], [3.222, -0.357, 5.719], [2.925, -2.766, 5.191], [2.622, -3.532, 2.839], [-2.806, -4.578, -4.368], [-3.580, -3.432, -4.109], [-2.933, -2.371, -3.517], [-3.608, -1.156, -3.597], [-3.078, -0.086, -2.991], [-1.753, -0.105, -2.371], [-1.196, 1.132, -1.811], [-1.932, 2.427, -1.937], [-0.072, 1.114, -1.369], [-1.071, -1.340, -2.296], [-0.005, -1.581, -1.653], [-1.730, -2.470, -2.891], [-3.307, -5.186, -5.160], [-2.752, -5.205, -3.405], [-1.826, -4.237, -4.702], [-4.656, -1.112, -3.974], [-3.631, 0.853, -3.077], [-3.025, 2.446, -1.720], [-1.831, 2.780, -2.973], [-1.528, 3.249, -1.395], [-1.104, -3.388, -2.917], [3.320, 6.126, -2.230], [3.339, 4.953, -3.003], [2.150, 4.457, -3.637], [2.221, 3.209, -4.236], [3.488, 2.544, -4.347], [4.607, 3.165, -3.890], [4.535, 4.287, -3.143], [3.622, 0.834, -4.863], [4.870, 0.608, -5.520], [2.380, 0.564, -5.575], [3.622, 0.094, -3.393], [3.980, -1.197, -3.309], [5.195, -2.047, -4.166], [4.867, -3.523, -3.276], [3.914, -3.234, -2.381], [3.427, -1.940, -2.332], [2.408, 6.522, -2.117], [4.014, 6.277, -1.512], [1.270, 4.998, -3.643], [1.300, 2.749, -4.707], [5.573, 2.637, -4.114], [5.419, 4.722, -2.744], [5.360, -4.492, -3.488], [3.577, -3.977, -1.622]], "forces_ev_per_angstrom": [[-0.4, -0.2, -0.7], [-0.2, -0.3, 0.0], [0.6, 0.6, -0.2], [0.9, 0.8, -0.2], [0.0, 1.2, 1.0], [-1.4, -0.4, 0.2], [-0.6, -0.4, -0.7], [0.2, -1.7, 0.6], [-0.7, -0.9, -0.9], [-0.5, 1.1, -0.3], [-0.4, -1.6, 0.9], [1.4, 1.5, -0.5], [-2.2, -0.9, -0.3], [-0.7, -1.6, 2.6], [0.0, -0.3, -0.7], [1.7, 0.2, 1.6], [-0.4, -0.2, -0.4], [0.7, 1.0, 0.5], [0.1, -1.5, -0.8], [-0.5, 0.6, 2.4], [-1.8, 0.9, -1.3], [-0.4, 0.2, 0.3], [0.0, -0.4, -0.3], [0.5, 0.0, -0.1], [1.0, 0.4, 0.1], [0.0, 1.1, -1.2], [-0.1, -0.1, -0.3], [1.1, 0.4, 0.2], [0.9, 0.9, -1.2], [0.3, 0.0, 0.4], [-0.2, -0.1, 0.5], [-0.1, -0.3, -0.1], [0.1, 0.0, -0.6], [0.1, 0.1, -1.2], [0.7, -0.6, -0.1], [-1.9, 0.3, -0.1], [0.4, -2.2, -0.3], [-1.0, -0.8, 0.0], [-0.8, -0.4, 1.6], [0.8, 0.9, 0.8], [-0.2, 0.4, -1.2], [-0.5, 1.4, -0.1], [0.3, -0.3, 0.1], [0.1, -0.4, -0.3], [-1.0, 0.5, 0.4], [1.3, 0.0, 2.9], [-0.2, -0.5, -1.0], [1.0, 0.7, -0.4], [0.5, -0.5, -0.4], [0.2, 0.2, 0.5], [1.2, 1.0, 0.0], [0.0, 0.2, 0.1], [-0.9, -0.2, -0.1], [-0.3, -0.5, 0.2], [0.5, -0.5, -1.3], [0.1, 1.0, -0.4], [0.4, -0.6, 0.1], [-0.5, -0.3, -0.6], [0.2, -0.2, -0.3], [0.2, 0.4, -0.2], [-0.3, -1.0, 1.0], [-0.2, 0.4, -0.2], [0.2, -1.3, -0.3], [-2.3, 0.0, -0.1], [1.9, 1.4, 0.5], [-2.0, 1.6, -0.3], [-1.7, -1.8, -1.4], [-1.5, 0.8, -0.8], [2.2, 1.0, 1.1], [-0.2, -0.9, 0.7], [0.8, 0.5, 0.0], [0.9, -0.8, -0.6], [0.3, 0.6, 0.6], [0.3, 0.7, -1.4], [0.1, -0.5, 0.0], [1.1, -0.2, 0.0], [0.3, -0.2, 0.3], [0.8, -0.5, -0.1], [-0.1, -0.4, -0.1], [0.8, 0.2, 0.9], [-0.8, 0.7, 0.3], [-0.3, -0.4, -1.0], [-1.1, 0.7, 0.4], [3.1, -1.2, 0.4], [0.1, -0.9, -0.9], [-2.1, -0.2, -0.1], [1.9, -2.2, -0.6], [-0.1, 1.0, -0.1], [-2.1, 0.0, 1.4], [0.9, 0.0, -0.7], [0.9, 0.0, 0.1], [-0.4, 1.0, -0.8], [-0.7, -0.3, 1.4], [0.6, -0.7, -0.9], [0.5, 0.0, -0.7], [-0.5, -0.4, 1.7], [0.6, -0.5, -0.7], [0.0, 0.2, 0.5], [-0.3, -0.2, -0.2], [-1.7, 1.0, 0.2], [1.3, 0.5, 0.7], [-0.9, 0.7, 0.5], [0.6, 0.3, 0.4], [-0.4, 1.0, 0.2], [0.0, 0.8, -0.7]], "lowdin_charge": [1.489, 0.757, -0.663, -0.131, -0.100, -0.107, -0.069, -0.379, 1.087, -0.359, -0.101, -0.084, -0.137, -0.114, -0.082, -0.406, -0.084, -0.079, -0.110, -0.122, -0.091, 0.101, 0.111, 0.108, 0.121, 0.070, 0.098, 0.118, 0.125, 0.097, 0.112, 0.095, 0.106, 0.120, 0.116, -0.172, 0.396, -0.173, -0.179, -0.202, -0.357, -0.077, -0.120, -0.137, -0.026, -0.246, -0.035, -0.003, 0.052, 0.018, 0.011, 0.010, 0.013, 0.027, -0.007, 0.035, 0.070, 0.106, 0.085, 0.105, -0.108, -0.107, -0.300, -0.065, -0.049, -0.094, -0.440, -0.020, -0.140, -0.399, -0.185, 0.041, 0.092, 0.115, 0.083, 0.124, 0.100, 0.088, 0.094, 0.063, 0.122, 0.095, -0.319, -0.023, -0.039, -0.291, -0.095, -0.072, 0.575, -0.352, -0.335, -0.198, -0.787, 1.023, -0.416, -0.299, -0.091, 0.079, 0.089, 0.078, 0.132, 0.138, 0.107, 0.066, 0.115]}

***

Entry 2:
{"formula": "F8KN4NaO16S8", "method": "ωB97M-V/def2-TZVPD", "total_charge": -2, "e_above_lowest_kj_mol": 623.3, "symbols": ["Na", "K", "N", "S", "O", "O", "F", "S", "O", "O", "F", "N", "S", "O", "O", "F", "S", "O", "O", "F", "N", "S", "O", "O", "F", "S", "O", "O", "F", "N", "S", "O", "O", "F", "S", "O", "O", "F"], "xyz": [[-0.668, 0.451, 0.001], [0.527, 2.977, 1.046], [-1.400, 1.351, 2.040], [-1.076, 1.324, 3.655], [-1.927, 0.368, 4.429], [-0.771, 2.649, 4.198], [0.323, 0.616, 3.630], [-2.761, 2.037, 2.230], [-2.907, 3.395, 2.773], [-3.892, 1.125, 2.421], [-2.847, 2.293, 0.659], [-0.811, -4.323, 1.356], [-0.446, -3.306, 0.063], [-0.427, -1.877, 0.272], [-0.797, -3.766, -1.304], [1.188, -3.617, -0.059], [-2.193, -3.822, 1.565], [-3.186, -4.133, 0.535], [-2.460, -2.776, 2.541], [-2.530, -5.195, 2.377], [1.711, 0.716, 0.217], [2.629, -0.514, 1.119], [3.430, -0.031, 2.229], [3.113, -1.654, 0.345], [1.492, -1.230, 1.971], [2.884, 0.965, -0.661], [3.066, 0.064, -1.739], [4.064, 1.690, -0.097], [1.956, 2.045, -1.449], [-0.052, 1.544, -4.860], [0.010, 0.350, -3.710], [-0.354, 0.646, -2.310], [0.745, -0.861, -3.973], [-1.563, -0.230, -3.910], [1.124, 2.356, -4.343], [2.448, 1.707, -4.185], [0.872, 3.485, -3.411], [1.490, 3.181, -5.664]], "forces_ev_per_angstrom": [[-0.2, -1.2, -0.8], [0.4, 0.7, -0.1], [2.4, -0.3, 3.3], [1.1, -2.9, 5.0], [2.2, 3.3, -2.4], [-0.3, -2.0, -1.0], [-0.1, 0.2, -0.6], [-8.7, 1.9, -2.7], [1.1, -2.4, -0.7], [2.3, 1.6, 0.3], [-0.1, 0.6, -1.1], [5.4, 2.5, -4.1], [4.7, -1.8, -5.2], [-1.0, -0.6, 0.6], [-0.3, 0.8, 3.7], [-1.9, 0.1, 1.1], [-9.4, -2.6, 3.9], [1.5, 2.4, -0.1], [0.8, -0.7, -1.8], [-0.1, 0.0, 1.6], [-0.8, -4.4, 6.3], [-0.2, -4.4, 3.6], [-0.6, 0.7, -1.9], [-0.5, 2.9, 0.7], [-0.6, 0.9, -0.7], [4.4, 5.1, -7.0], [1.0, -0.6, 0.4], [-3.0, -1.7, -1.0], [0.8, 1.6, 0.4], [-1.1, -2.9, 1.8], [-5.6, -4.9, 1.8], [2.5, 1.4, -1.2], [0.1, 2.3, -0.2], [1.1, 0.6, -1.7], [7.3, 6.2, 1.2], [-3.2, 0.1, 0.3], [-0.5, -2.6, -1.5], [-1.0, 0.1, -0.7]], "nbo_charge": [0.926, 0.969, -1.227, 2.360, -0.833, -0.905, -0.471, 2.390, -0.882, -0.865, -0.532, -1.036, 2.348, -0.962, -0.864, -0.507, 2.394, -0.909, -0.888, -0.557, -1.199, 2.323, -0.893, -0.828, -0.484, 2.410, -0.862, -0.896, -0.541, -1.050, 2.363, -0.965, -0.819, -0.543, 2.386, -0.896, -0.935, -0.521]}

***

Entry 3:
{"formula": "C23H11AuF15N3Se", "method": "ωB97M-V/def2-TZVPD", "total_charge": -2, "e_above_lowest_kj_mol": 0.0, "symbols": ["Au", "C", "N", "C", "C", "N", "C", "C", "F", "C", "F", "C", "F", "C", "F", "C", "F", "C", "C", "N", "C", "C", "F", "C", "F", "C", "F", "C", "F", "C", "F", "H", "H", "H", "H", "H", "H", "H", "H", "H", "H", "H", "F", "C", "C", "F", "C", "F", "C", "Se", "C", "F", "C", "F"], "xyz": [[-1.479, -0.861, 0.430], [-0.400, -2.043, -2.691], [0.327, -0.864, -2.269], [1.381, -1.184, -1.309], [1.458, -0.213, -0.135], [0.519, -0.594, 0.922], [0.839, -0.321, 2.206], [0.297, -1.093, 3.268], [-0.518, -2.125, 2.984], [0.596, -0.890, 4.595], [0.058, -1.689, 5.535], [1.489, 0.097, 4.979], [1.795, 0.290, 6.282], [2.053, 0.871, 3.989], [2.899, 1.861, 4.331], [1.733, 0.679, 2.656], [2.260, 1.569, 1.789], [0.831, -0.161, -3.449], [1.609, 1.133, -3.236], [0.752, 2.220, -2.850], [1.251, 3.429, -2.776], [0.357, 4.522, -2.477], [-0.945, 4.234, -2.279], [0.730, 5.836, -2.397], [-0.195, 6.786, -2.127], [2.050, 6.230, -2.595], [2.418, 7.538, -2.516], [2.963, 5.234, -2.872], [4.260, 5.572, -3.063], [2.593, 3.906, -2.959], [3.612, 3.029, -3.216], [0.239, -2.747, -3.262], [-1.235, -1.751, -3.331], [-0.814, -2.565, -1.828], [2.356, -1.193, -1.816], [1.224, -2.187, -0.901], [1.295, 0.803, -0.508], [2.478, -0.277, 0.264], [-0.024, 0.066, -4.091], [1.496, -0.850, -4.016], [2.106, 1.318, -4.204], [2.431, 0.949, -2.527], [-4.327, -5.705, 4.212], [-4.208, -4.742, 3.282], [-3.959, -3.435, 3.657], [-3.845, -3.137, 4.958], [-3.848, -2.449, 2.693], [-3.641, -1.207, 3.125], [-3.964, -2.720, 1.332], [-3.803, -1.361, -0.009], [-4.230, -4.041, 0.995], [-4.370, -4.407, -0.288], [-4.349, -5.044, 1.942], [-4.600, -6.312, 1.571]], "forces_ev_per_angstrom": [[0.0, -0.1, 0.0], [0.0, 0.1, 0.0], [0.1, 0.0, 0.0], [-0.1, 0.1, -0.1], [0.1, -0.1, 0.1], [0.0, 0.1, -0.1], [0.0, 0.0, 0.0], [0.0, 0.0, 0.0], [0.0, 0.0, 0.0], [0.0, 0.0, 0.0], [0.0, 0.0, 0.0], [0.0, 0.0, 0.0], [0.0, 0.0, 0.0], [0.0, 0.0, 0.0], [0.0, 0.0, 0.0], [0.0, 0.0, 0.0], [0.0, 0.0, 0.0], [0.0, -0.1, 0.0], [0.0, 0.0, 0.0], [0.0, -0.1, 0.0], [0.0, 0.1, 0.0], [0.0, 0.0, 0.0], [0.0, 0.0, 0.0], [0.0, 0.0, 0.0], [0.0, 0.0, 0.0], [0.0, 0.0, 0.0], [0.0, 0.0, 0.0], [0.0, 0.0, 0.0], [0.0, 0.0, 0.0], [0.0, 0.0, 0.0], [0.0, 0.0, 0.0], [0.0, 0.0, 0.0], [0.0, 0.0, 0.0], [0.0, 0.0, 0.0], [0.1, 0.0, 0.0], [-0.1, 0.0, 0.0], [0.0, 0.0, 0.0], [0.0, 0.1, 0.0], [0.0, 0.0, 0.0], [0.0, 0.0, 0.0], [0.0, 0.0, 0.0], [0.0, 0.0, 0.0], [0.0, 0.0, 0.0], [0.0, 0.0, 0.0], [0.0, 0.0, 0.0], [0.0, 0.0, 0.0], [0.0, 0.0, 0.0], [0.1, 0.0, 0.0], [0.0, 0.0, 0.0], [0.0, 0.1, 0.0], [0.0, 0.0, 0.0], [0.0, 0.0, 0.1], [0.0, 0.0, 0.0], [0.0, 0.0, 0.0]], "nbo_charge": [0.441, -0.403, -0.440, -0.233, -0.230, -0.735, 0.095, 0.322, -0.321, 0.253, -0.311, 0.196, -0.317, 0.272, -0.311, 0.247, -0.313, -0.204, -0.237, -0.626, 0.102, 0.260, -0.317, 0.260, -0.326, 0.142, -0.332, 0.261, -0.329, 0.216, -0.353, 0.135, 0.196, 0.210, 0.168, 0.197, 0.219, 0.168, 0.196, 0.128, 0.158, 0.163, -0.307, 0.242, 0.295, -0.308, 0.316, -0.294, -0.282, -0.267, 0.305, -0.305, 0.249, -0.309]}